[1]
Formula: C18H42O11S5
Source: OMol25
Level of theory: wB97M-V/def2-TZVPD

The gap between HOMO and LUMO comes out at 8.6 eV. The value obtained for the energy relative to the best compared isomer or geometry (same formula, charge and spin) is 1.2656 eV. For the molar mass, the calculation gives 594.86 g/mol.

```
! wB97M-V def2-TZVPD RIJCOSX def2/J DEFGRID3
* xyz 0 1
C 2.5760 -0.2112 2.8691
C 2.9029 -1.6498 2.3600
C 3.6637 -1.6822 1.0321
O 4.9745 -2.2385 1.3212
C 5.0522 -2.4859 2.6487
O 5.9703 -3.0162 3.1818
O 3.8556 -2.1634 3.2474
H 3.4409 0.4353 2.7200
H 2.4359 -0.2897 3.9472
H 1.7396 0.3018 2.3944
H 2.0801 -2.3646 2.3495
H 3.8629 -0.6510 0.7408
H 3.1043 -2.1839 0.2425
C -2.1726 -1.6025 -7.0035
C -1.7011 -0.1827 -6.5504
C -2.5535 0.3432 -5.3658
O -1.5995 0.3918 -4.2876
C -0.4215 0.0556 -4.6907
O 0.5030 -0.0042 -3.8978
O -0.3982 -0.2667 -6.0259
H -2.6660 -2.1431 -6.1957
H -1.4125 -2.1907 -7.5178
H -2.9190 -1.5019 -7.7914
H -1.8706 0.4905 -7.3906
H -3.4695 -0.1938 -5.1196
H -2.9464 1.3314 -5.6052
C -3.3240 3.0276 -0.5741
S -4.2905 2.6691 -2.0964
O -3.5021 3.1670 -3.2889
C -3.9802 0.8378 -2.0277
H -3.6641 2.4086 0.2561
H -3.4344 4.0678 -0.2676
H -2.2438 2.9601 -0.7029
H -2.9641 0.5223 -1.7906
H -4.3069 0.3455 -2.9436
H -4.5574 0.3864 -1.2207
C 5.3063 -2.1428 -4.3773
S 4.1876 -3.2061 -3.3822
O 5.1083 -3.9481 -2.4131
C 3.4303 -1.8317 -2.3698
H 5.9879 -2.7588 -4.9640
H 5.8235 -1.4215 -3.7445
H 4.6846 -1.6443 -5.1210
H 3.2831 -0.9233 -2.9540
H 4.1004 -1.4697 -1.5901
H 2.4711 -2.1972 -2.0032
C -0.8537 2.9688 3.6060
S -2.6288 3.0565 2.9663
O -3.2165 1.6439 3.0770
C -3.2768 4.0004 4.4155
H -0.8156 2.5046 4.5915
H -0.4557 3.9825 3.5591
H -0.3002 2.3631 2.8885
H -3.1002 3.4543 5.3421
H -4.3280 4.2710 4.3166
H -2.5285 4.7929 4.4306
C 0.2662 1.0128 -0.6011
S -0.3541 -0.7577 -0.4293
O 0.9423 -1.4459 -0.1295
C -1.5027 -0.6785 1.0543
H -0.4449 1.6722 -1.0988
H 1.1127 0.7786 -1.2465
H 0.6336 1.4970 0.3037
H -0.8946 -0.6591 1.9586
H -2.1167 -1.5786 1.0843
H -2.2867 0.0770 1.1069
C 0.5383 -1.8366 5.5398
S -0.0998 -0.3369 6.4077
O 0.8723 0.7289 5.8865
C -1.6010 -0.0991 5.3628
H 0.6342 -1.5742 4.4862
H -0.0920 -2.7144 5.6821
H 1.5139 -2.0186 5.9904
H -2.2170 -0.9804 5.5413
H -1.3453 -0.0882 4.3033
H -2.2020 0.7871 5.5669
*
```


[2]
Formula: C18H43Cl3P2Re
Source: OMol25
Level of theory: wB97M-V/def2-TZVPD

The gap between HOMO and LUMO (spin up / spin down) comes out at 8.0 / 7.9 eV. For the molar mass, the calculation gives 614.06 g/mol.

```
! wB97M-V def2-TZVPD RIJCOSX def2/J DEFGRID3
* xyz 0 4
Re 0.3143 -0.0549 -0.1868
Cl -0.2754 1.3934 -2.0204
P 2.1592 0.9013 1.2365
C 2.2758 0.6916 3.1029
C 3.9163 0.6578 0.7522
C 1.9691 2.7772 1.3372
C 1.9570 -0.7674 3.5381
H 1.4541 1.3570 3.4439
C 3.5683 1.1826 3.8013
H 4.4364 0.5095 3.6530
H 3.3416 1.1898 4.8843
H 3.8578 2.2156 3.5378
H 1.0674 -1.1354 2.9972
H 1.7603 -0.7425 4.6201
H 2.8204 -1.4328 3.3660
H 1.1774 2.8689 2.1054
C 1.4731 3.3371 -0.0509
C 3.1100 3.7615 1.7771
H 2.9587 4.2426 2.7602
H 3.0823 4.6025 1.0496
H 4.1091 3.2990 1.7146
H 1.4317 2.5639 -0.8732
H 2.1823 4.1600 -0.3137
H 0.4558 3.7864 0.1256
C 4.4405 -0.7935 0.9389
H 4.4588 1.2803 1.4605
C 4.1115 1.1059 -0.6955
H 4.4735 -1.1206 1.9904
H 5.4772 -0.8267 0.5636
H 3.8523 -1.5222 0.3527
H 3.4637 0.5176 -1.3696
H 5.1706 0.9217 -0.9806
H 3.9078 2.1860 -0.8340
Cl 1.6008 -1.7875 -1.0209
H 0.0542 -1.2953 0.7573
P -2.2289 -0.8224 -1.0360
C -3.8421 0.2386 -1.0221
C -2.4489 -1.5577 -2.8099
C -2.9394 -2.2837 0.0096
C -3.3785 1.6899 -1.2046
H -4.1508 0.0531 0.0153
C -5.0438 -0.0706 -1.8982
H -4.9435 0.2146 -2.9512
H -5.8706 0.5516 -1.5368
H -5.4419 -1.0844 -1.8065
H -2.6106 1.9153 -0.4409
H -4.2341 2.3629 -1.0789
H -2.9728 1.8445 -2.2175
H -3.1797 -1.7109 0.9188
C -1.7429 -3.2258 0.2827
C -4.2137 -3.0244 -0.4083
H -5.0775 -2.6523 0.1681
H -4.0653 -4.0666 -0.0757
H -4.4115 -3.0618 -1.4931
H -0.9174 -2.6925 0.7775
H -1.3680 -3.6864 -0.6375
H -2.0790 -4.0388 0.9268
C -2.0329 -0.5484 -3.8742
H -3.5290 -1.7808 -2.8951
C -1.6555 -2.8405 -2.9906
H -2.7520 0.2615 -4.0154
H -2.0165 -1.0393 -4.8580
H -1.0423 -0.1117 -3.6648
H -0.6084 -2.7370 -2.6660
H -1.6763 -3.1459 -4.0459
H -2.0924 -3.7075 -2.4952
Cl -1.0477 0.7266 1.5027
*
```


[3]
Formula: C18H44BaNO8
Source: OMol25
Level of theory: wB97M-V/def2-TZVPD

The gap between HOMO and LUMO comes out at 6.2 eV. The value obtained for the energy relative to the best compared isomer or geometry (same formula, charge and spin) is 0.0000 eV. For the molar mass, the calculation gives 539.88 g/mol.

```
! wB97M-V def2-TZVPD RIJCOSX def2/J DEFGRID3
* xyz 1 1
Ba -0.5269 -3.4815 2.4306
O 1.4645 0.1453 0.8533
C 1.2673 -1.1927 1.0815
O 1.8493 -1.8222 1.9654
O 0.2428 -1.6853 0.5479
H 0.6980 0.1003 0.2376
C -3.5482 -3.4242 -1.1188
C -2.8851 -2.4002 -0.1300
O -2.9776 -2.5530 1.3061
H -4.0799 -2.8428 -1.8680
H -4.2639 -3.9568 -0.4887
H -2.8274 -4.1090 -1.5558
H -3.2131 -1.3755 -0.2925
H -1.8385 -2.4773 -0.4246
H -3.8410 -2.3221 1.6604
C 5.4419 -2.2419 2.7597
C 5.4078 -1.3708 4.0692
O 4.0551 -1.4804 4.5571
H 4.5596 -1.9803 2.1739
H 5.4177 -3.3035 3.0066
H 6.2844 -2.0035 2.1077
H 5.5218 -0.3001 3.9310
H 6.0741 -1.8318 4.7987
H 4.0002 -2.3680 4.9238
C 5.0147 1.4210 0.8513
C 4.5239 1.8849 2.1581
O 3.5441 0.9565 2.6312
H 4.2687 1.6706 0.0943
H 5.3021 0.3730 0.9334
H 5.9084 1.9713 0.5445
H 4.1649 2.9210 2.1355
H 5.2917 1.9717 2.9335
H 3.1032 0.6960 1.8120
C 3.4875 -6.0487 2.4080
C 2.7955 -5.3047 1.3173
O 1.3821 -5.2163 1.5577
H 3.4665 -5.5962 3.4032
H 4.5717 -6.0570 2.2744
H 3.1320 -7.0739 2.5294
H 2.9486 -5.7994 0.3566
H 3.2374 -4.3114 1.2409
H 1.0849 -6.1222 1.4050
C -3.0744 5.3521 -3.3797
C -3.2502 4.1050 -2.4877
C -4.5826 3.4861 -2.8497
C -4.9670 2.1435 -2.3266
C -3.7472 1.1862 -2.5891
C -2.3476 1.7579 -2.1997
N -2.1900 3.1425 -2.7286
O -0.9185 3.6992 -2.4654
C -2.0652 1.5952 -0.7263
C -1.2807 0.9270 -2.9457
C -3.3383 4.7746 -1.0869
H -3.8331 6.1144 -3.2025
H -2.1678 5.8785 -3.0669
H -2.9193 5.2487 -4.4543
H -5.3830 4.2279 -2.8470
H -4.4921 3.2680 -3.9227
H -5.1872 2.1500 -1.2551
H -5.8252 1.8020 -2.9035
H -3.8677 1.0975 -3.6698
H -3.8707 0.2374 -2.0667
H -1.0479 1.9266 -0.5071
H -2.2843 0.5884 -0.3788
H -2.6624 2.3056 -0.1474
H -1.5691 0.7408 -3.9777
H -1.1351 0.0244 -2.3406
H -0.2458 1.2704 -2.9006
H -4.0594 5.5898 -1.0275
H -3.7646 4.1582 -0.2896
H -2.3464 5.1383 -0.8130
H -1.0884 4.0050 -1.5619
*
```


[4]
Formula: C18H44FN3O11P
Source: OMol25
Level of theory: wB97M-V/def2-TZVPD

The gap between HOMO and LUMO comes out at 6.1 eV. For the molar mass, the calculation gives 528.53 g/mol.

```
! wB97M-V def2-TZVPD RIJCOSX def2/J DEFGRID3
* xyz 1 1
C -6.4502 0.0229 1.4635
C -5.1630 -0.2320 0.4648
F -5.2900 -1.6458 -0.0501
C -3.6992 0.0063 1.1649
C -3.3890 -0.1596 2.7963
N -2.0037 0.0771 3.3962
C -0.7736 0.4443 2.5398
C -0.9690 0.5983 0.9135
C 0.3423 0.9437 -0.0454
N 0.9035 -0.4332 -0.4580
C -2.4379 0.4034 0.1409
P -2.6781 0.6079 -1.7513
N -2.5134 2.3926 -2.0378
O -1.3731 -0.0899 -2.6700
H -7.2730 -0.8336 1.3509
H -6.1671 0.0240 2.6148
H -6.9260 1.0999 1.2662
H -5.3051 0.4644 -0.4944
H -4.2474 -0.4607 3.5472
H -1.8013 -0.0360 4.4253
H 0.2961 0.6050 2.9966
H 1.1986 1.4910 0.5346
H 0.0284 1.5977 -0.9636
H 0.0608 -1.0387 -0.6953
H 1.2215 -0.8381 0.4738
H -3.2997 2.7417 -2.6428
H -2.5743 2.8160 -1.0749
H -1.1605 0.5830 -3.4021
C -3.5526 -2.3725 -5.2850
C -2.2906 -3.0795 -5.7658
O -1.2680 -2.1078 -5.9995
O -3.9677 -1.4143 -6.2552
H -4.3665 -3.0843 -5.1243
H -3.3606 -1.8315 -4.3532
H -2.4747 -3.5883 -6.7169
H -1.9322 -3.8078 -5.0331
H -0.9945 -1.7609 -5.1323
H -3.1478 -1.0251 -6.6168
C -0.2129 -4.5579 2.1486
C 0.5366 -3.2304 2.1546
O -0.1630 -2.2926 1.3327
O -0.3335 -5.0374 0.8117
H 0.3112 -5.3093 2.7450
H -1.2260 -4.4308 2.5425
H 1.5357 -3.3523 1.7254
H 0.6277 -2.8232 3.1653
H -0.9907 -2.0661 1.7918
H -0.4815 -4.2482 0.2552
C 5.3576 -2.7611 -0.0494
C 4.4027 -3.8400 0.4485
O 3.1557 -3.7175 -0.2403
O 4.7813 -1.4740 0.1582
H 6.3138 -2.8066 0.4784
H 5.5360 -2.8695 -1.1237
H 4.1961 -3.7069 1.5147
H 4.8062 -4.8429 0.2838
H 3.3075 -3.9842 -1.1639
H 3.8259 -1.5754 -0.0191
C 0.5648 5.1924 0.6132
C 0.8616 4.5556 1.9661
O -0.3351 3.9654 2.4799
O -0.4673 6.1654 0.7545
H 1.4531 5.6802 0.2035
H 0.2092 4.4402 -0.0977
H 1.1807 5.3154 2.6859
H 1.6358 3.7871 1.8889
H -0.5374 3.1914 1.9256
H -1.0930 5.8004 1.4100
C 5.4695 3.9398 0.4678
C 5.1086 3.2282 1.7667
O 4.1989 2.1626 1.4811
O 4.2864 4.4295 -0.1585
H 6.1425 4.7812 0.6529
H 5.9466 3.2469 -0.2322
H 4.5978 3.9133 2.4501
H 5.9938 2.8206 2.2627
H 4.6963 1.4782 1.0003
H 3.5993 3.7530 -0.0015
*
```


[5]
Formula: C18H45BClN2O8S
Source: OMol25
Level of theory: wB97M-V/def2-TZVPD

The gap between HOMO and LUMO comes out at 7.0 eV. For the molar mass, the calculation gives 495.90 g/mol.

```
! wB97M-V def2-TZVPD RIJCOSX def2/J DEFGRID3
* xyz 1 1
C 5.1888 -3.4998 0.9308
N 4.3130 -3.0077 -0.1454
C 2.9333 -3.1588 0.2577
S 1.8508 -2.0957 -0.7202
C 1.8656 -0.4447 0.0294
C 2.4887 -0.4454 1.4022
O 2.0482 -1.0741 2.3329
Cl 3.8860 0.5905 1.5644
B 0.0211 -2.6927 -0.3790
O -0.6874 -2.5714 -1.5291
N -0.5004 -3.1914 0.8365
C -1.0421 -2.2258 1.7929
C 0.0408 -4.4185 1.4117
H 5.2514 -2.8010 1.7558
H 4.7765 -4.4251 1.3073
H 6.1668 -3.7041 0.5312
H 4.5168 -2.0328 -0.3188
H 2.7656 -2.9960 1.3181
H 2.5947 -4.1617 0.0282
H 2.3264 0.2481 -0.6529
H 0.8338 -0.1487 0.1689
H -1.2819 -1.8161 -1.4513
H -1.4916 -1.3937 1.2593
H -1.8520 -2.6881 2.3366
H -0.3130 -1.8270 2.4872
H 0.0114 -5.2132 0.6798
H -0.6034 -4.7209 2.2231
H 1.0418 -4.3418 1.8258
C 1.6314 4.7246 5.5522
O 2.5189 4.0112 4.7045
C 2.0410 2.7385 4.3252
C 1.4837 2.7542 2.9199
O 0.3106 3.5317 2.8050
C 0.5223 4.8187 2.2380
H 1.9895 5.7496 5.6113
H 0.6125 4.7268 5.1588
H 1.6315 4.2931 6.5577
H 1.2843 2.3778 5.0284
H 2.8900 2.0469 4.3600
H 1.2044 1.7278 2.6420
H 2.2437 3.1038 2.2143
H 0.7158 4.7371 1.1634
H 1.3528 5.3363 2.7204
H -0.3885 5.3952 2.3850
C -4.4319 3.3167 0.3781
O -3.0264 3.1962 0.5246
C -2.6279 2.6815 1.7871
C -2.2417 1.2245 1.6901
O -3.3369 0.3814 1.3648
C -3.3813 0.0174 0.0030
H -4.6379 3.5144 -0.6720
H -4.9490 2.4012 0.6750
H -4.8101 4.1534 0.9733
H -3.4166 2.8244 2.5311
H -1.7495 3.2409 2.1072
H -1.8598 0.8957 2.6625
H -1.4402 1.1054 0.9490
H -2.5963 -0.7215 -0.2256
H -3.2620 0.8832 -0.6523
H -4.3496 -0.4399 -0.1873
C -1.2883 0.6743 -5.8239
O -2.1511 -0.3470 -6.2842
C -1.5732 -1.1591 -7.2962
C -1.0989 -2.4825 -6.7458
O -0.0219 -2.3171 -5.8313
C -0.4234 -2.3919 -4.4824
H -1.7335 1.0999 -4.9252
H -0.2952 0.2858 -5.5812
H -1.1914 1.4663 -6.5730
H -0.7489 -0.6343 -7.7867
H -2.3465 -1.3471 -8.0460
H -0.7342 -3.1010 -7.5702
H -1.9279 -3.0111 -6.2671
H -0.6539 -3.4246 -4.2000
H -1.2966 -1.7603 -4.2899
H 0.4083 -2.0406 -3.8748
*
```


[6]
Formula: C18H45BF4N3O6
Source: OMol25
Level of theory: wB97M-V/def2-TZVPD

The gap between HOMO and LUMO comes out at 9.8 eV. The value obtained for the energy relative to the best compared isomer or geometry (same formula, charge and spin) is 2.5104 eV. For the molar mass, the calculation gives 486.38 g/mol.

```
! wB97M-V def2-TZVPD RIJCOSX def2/J DEFGRID3
* xyz -1 1
B 0.8346 0.2344 -0.5573
F 1.9931 0.1436 0.2569
F -0.1701 0.9251 0.2628
F 1.1718 1.0078 -1.7415
F 0.2374 -0.9139 -1.0075
C 4.6102 -1.9174 -0.5706
C 5.5100 -2.3716 0.6444
N 6.2652 -2.8833 1.3924
H 4.9208 -2.2034 -1.3287
H 3.4634 -2.0001 -0.4100
H 4.7290 -0.7698 -0.6535
C -1.8441 -0.8823 -3.2304
C -2.7456 -0.7726 -4.4805
N -3.3593 -0.5668 -5.3902
H -1.4982 0.0801 -2.7396
H -2.3625 -1.7807 -2.8230
H -0.9002 -1.5276 -3.6066
C 2.1280 3.2518 1.6405
C 0.7788 3.9107 1.3985
N -0.1882 4.4609 1.1555
H 3.1431 3.7788 1.5025
H 2.3548 3.1010 2.6675
H 2.0438 2.3457 1.0364
C -2.7981 3.7545 -2.8791
C -1.6686 3.3739 -1.9826
O -2.0689 2.2437 -1.0950
H -3.0784 2.6810 -3.4669
H -2.6437 4.5070 -3.5934
H -3.7290 3.9829 -2.1696
H -1.5109 4.2494 -1.4479
H -0.8589 2.9270 -2.5455
H -1.2765 1.9567 -0.7513
C -1.3203 0.8903 4.8095
C -1.3045 1.1202 3.2059
O -0.0301 0.5644 2.7891
H -2.2021 1.2873 5.4604
H -0.4405 1.2751 5.4660
H -1.4911 -0.1562 4.9389
H -1.1761 2.2940 3.2010
H -2.1189 0.4451 2.8200
H 0.0071 0.6696 1.8351
C 1.5242 0.8536 -6.3178
C 1.7617 1.3078 -4.9639
O 0.5998 1.5071 -4.2037
H 1.0642 1.6607 -6.8835
H 0.8058 -0.0544 -6.4073
H 2.5101 0.3766 -6.7196
H 2.4741 2.0250 -4.7205
H 2.2428 0.4887 -4.4284
H 0.7373 1.3797 -3.2815
C -4.3905 -1.5812 0.7010
C -3.5334 -0.2267 0.2709
O -4.1020 0.2816 -0.9201
H -4.0887 -2.3692 0.0257
H -5.4768 -1.3282 0.7552
H -4.3411 -1.7226 1.6747
H -2.5973 -0.5442 0.0399
H -3.5056 0.3895 1.1828
H -3.7903 1.0615 -1.0521
C 3.2386 -2.6587 4.0750
C 2.6232 -1.1457 3.6853
O 3.4173 -0.8297 2.5406
H 2.9487 -3.4804 3.3687
H 2.9608 -2.7905 5.1605
H 4.3194 -2.6166 4.1085
H 2.6761 -0.5066 4.6141
H 1.5421 -1.4037 3.3551
H 2.6266 -0.7594 1.9408
C -0.7865 -4.0223 2.3788
C -0.7074 -2.9109 1.4679
O 0.0936 -3.2929 0.2748
H 0.1152 -3.8445 2.8477
H -1.1138 -4.9468 1.7675
H -1.5660 -3.8073 3.2789
H -0.2626 -1.9316 1.8985
H -1.6866 -2.7525 0.8409
H 0.2607 -2.5214 -0.3678
*
```